Below is a single C5H9BO molecule, with properties calculated with the ωB97M-V functional and the def2-TZVPD basis.

Cartesian coordinates (Å):
C 1.24166 1.74363 0.91338
C 0.36475 0.70224 1.15185
B -0.39612 0.13031 -0.03688
C -1.92328 0.38707 -0.24993
C -2.77064 -0.62981 -0.18947
O 0.48603 -0.80160 -1.20904
C 1.75659 -1.24196 -0.95185
H 1.95261 2.16362 1.64550
H 1.18838 2.12065 -0.09580
H 0.22885 0.15123 2.08842
H -2.22123 1.39818 -0.04982
H -3.84742 -0.47195 0.02200
H -2.47497 -1.68801 -0.40349
H 2.28393 -1.36607 -1.90352
H 1.80550 -2.08226 -0.32111
H 2.32535 -0.51528 -0.41023

## Properties
**Energy**: -295.9180 a.u.
**Lowest unoccupied orbital energy**: 0.0233 Eh
**Spin multiplicity**: 1
**Gap between HOMO and LUMO**: 10.290 eV
**ΔE to the lowest compared entry with this formula, charge and spin**: 54.3 kcal/mol


Below is a molecular structure, C46H45BN7O6S2SbTi, with properties calculated with the ωB97M-V functional and the def2-TZVPD basis.

Cartesian coordinates (Å):
Ti 0.40174 0.42791 -0.17920
O 2.07740 -0.10542 -0.95410
C 3.34887 0.09362 -0.77602
C 4.25993 -0.33376 -1.76319
C 5.61635 -0.19311 -1.57941
C 6.12886 0.38196 -0.40812
C 5.24019 0.82758 0.54857
C 3.85934 0.70370 0.37883
C 2.97701 1.24000 1.38436
N 1.70001 1.27412 1.30834
N 1.08874 1.94879 2.36623
C -0.15906 2.17246 2.08654
O -0.74588 1.81033 1.01377
C -0.96132 2.88515 3.13075
C -2.08499 3.60501 2.74742
C -2.86076 4.25555 3.69914
C -2.51698 4.18652 5.04144
C -1.38636 3.47306 5.42584
C -0.60910 2.83048 4.47437
H 3.84948 -0.78202 -2.65899
H 6.29520 -0.53308 -2.35424
H 7.19636 0.48606 -0.26282
H 5.60678 1.28946 1.45969
H 3.42346 1.70818 2.26121
H -2.33624 3.66974 1.69551
H -3.73299 4.81725 3.38766
H -3.12656 4.68474 5.78584
H -1.11443 3.41068 6.47271
H 0.27088 2.26579 4.75391
C 6.16946 -3.97495 -0.64974
C 5.47124 -4.17973 0.69526
C 4.00712 -3.88560 0.60955
N 3.51850 -2.70915 0.78174
N 2.17280 -2.63154 0.53397
C 1.65389 -3.76942 0.21704
N 0.30624 -3.96802 0.04329
S 2.81530 -5.06528 0.14955
H 7.23951 -4.17697 -0.56981
H 6.03169 -2.94626 -0.98333
H 5.75087 -4.63668 -1.41027
H 5.88466 -3.49328 1.43590
H 5.63134 -5.19741 1.05910
H -0.17316 -3.07350 0.09048
H 0.05719 -4.44856 -0.81319
S 0.48740 2.22554 -1.50928
Sb -2.08765 3.61678 -1.90577
C -4.19933 4.25202 -2.65768
C -4.96606 3.08049 -2.78956
C -6.30495 3.08815 -3.15347
C -6.95018 4.29608 -3.40090
C -6.23031 5.47383 -3.26764
C -4.88504 5.44294 -2.90090
C -1.93461 2.68609 -3.85700
C -2.24656 3.41390 -5.00438
C -2.19327 2.82369 -6.25886
C -1.84005 1.48437 -6.38221
C -1.53875 0.74741 -5.24653
C -1.57776 1.34774 -3.99180
C -0.97903 5.38486 -2.55935
C -1.49021 6.68102 -2.49559
C -0.74303 7.78292 -2.89752
C 0.54833 7.61082 -3.37078
C 1.08343 6.32800 -3.43067
C 0.33050 5.23359 -3.03087
H -4.49353 2.11562 -2.61333
H -6.84424 2.15194 -3.25032
H -7.99409 4.31615 -3.69270
H -6.71452 6.42726 -3.45361
H -4.37892 6.40762 -2.80853
H -2.54001 4.45481 -4.91752
H -2.43404 3.40784 -7.14004
H -1.80533 1.01780 -7.36012
H -1.27404 -0.29962 -5.32775
H -1.33297 0.76511 -3.11225
H -2.49896 6.84953 -2.10458
H -1.17307 8.77630 -2.83658
H 1.13474 8.46586 -3.68669
H 2.09421 6.17740 -3.79097
H 0.76740 4.24443 -3.08300
O -2.90274 -1.71200 1.53202
C -2.75244 -1.38496 2.82504
C -3.88357 -1.43097 3.64102
C -3.78509 -1.12043 4.98561
C -2.55871 -0.77180 5.54291
C -1.43589 -0.73836 4.73133
C -1.51096 -1.02799 3.37474
C -0.25088 -0.94409 2.54294
O 0.83575 -0.98864 3.07479
O -0.47948 -0.81509 1.25156
H -2.06513 -1.43752 1.08090
H -4.82911 -1.71119 3.19331
H -4.67518 -1.14677 5.60396
H -2.48397 -0.52262 6.59369
H -0.46092 -0.47775 5.12353
B -1.08163 -3.16830 -3.20855
C -0.62126 -1.97339 -2.27306
N -0.31366 -1.14677 -1.53039
H -0.96369 -2.83309 -4.37038
H -2.23752 -3.42404 -2.92700
H -0.35163 -4.12078 -2.95891
C -4.84684 -0.14736 -0.71586
C -3.55428 0.56612 -0.40007
N -3.56851 1.40353 0.67018
O -2.55188 0.42341 -1.08475
H -5.63763 0.57952 -0.90919
H -5.13333 -0.77251 0.13177
H -4.69714 -0.77316 -1.59132
H -4.26467 1.25490 1.38094
H -2.63906 1.68660 0.97637

## Properties
**Energy**: -4525.8458 a.u.
**Lowest unoccupied orbital energy**: 0.1399 Eh
**Spin multiplicity**: 1
**Gap between HOMO and LUMO**: 5.926 eV
**Total charge**: -2
**ΔE to the lowest compared entry with this formula, charge and spin**: 0.0 kcal/mol


Below is a molecular structure, C36H37AsFN5O7ReS2Si, with properties calculated with the ωB97M-V functional and the def2-TZVPD basis.

Cartesian coordinates (Å):
Re 12.02734 12.35330 13.55731
S 10.12761 13.50554 13.18186
C 8.98060 12.17556 13.23899
N 7.64848 12.24255 13.13698
N 7.21624 13.40394 12.55178
C 6.39904 14.27379 13.24393
C 5.93478 15.39583 12.55031
C 5.14855 16.31888 13.12943
C 4.70757 16.02606 14.43588
C 5.12203 14.86201 15.15634
C 5.97603 13.95007 14.60049
N 9.47649 10.92872 13.47930
N 10.80309 10.88385 13.67309
C 11.36322 9.62168 13.92552
C 12.78571 9.68189 13.99246
C 13.49105 8.56289 14.43238
C 12.84448 7.36640 14.34472
C 11.45010 7.22709 14.10316
C 10.66606 8.38007 13.87559
H 7.73358 13.77090 11.81358
H 6.15332 15.47028 11.42322
H 4.92272 17.26703 12.57120
H 4.11025 16.76194 14.95350
H 4.80462 14.73889 16.14372
H 6.27938 12.97464 15.04410
H 15.39188 10.76604 13.12484
H 14.50515 8.66398 14.77294
H 13.37649 6.40668 14.34488
H 10.98458 6.24543 14.10292
H 9.61762 8.27000 13.59267
C 11.64923 14.53703 17.74652
Si 11.79641 12.86534 16.93207
C 12.95417 11.50991 17.75262
C 10.06136 12.08219 16.68344
N 12.64000 13.05944 15.33548
C 13.75225 13.99004 15.38044
C 14.97856 13.61227 15.94759
C 16.04153 14.46204 15.66679
C 15.89321 15.77745 15.20709
C 14.58504 16.12644 14.76803
C 13.54521 15.28336 14.95876
F 12.26778 15.65766 14.71808
H 11.89587 14.50121 18.81733
H 10.59362 14.88812 17.67918
H 12.24508 15.35407 17.24312
H 13.65614 11.10305 17.05473
H 12.26914 10.71850 18.13320
H 13.56933 12.01059 18.52971
H 9.49382 12.13914 17.61129
H 10.12714 11.04909 16.43480
H 9.44411 12.70517 16.04685
H 15.13094 12.63862 16.34479
H 17.04245 14.15063 15.76884
H 16.76708 16.48224 15.28281
H 14.41284 17.04039 14.15699
O 16.07525 14.03118 11.77996
As 15.01380 12.54038 11.75661
O 15.97017 11.33187 12.58586
O 13.67070 13.11905 12.65616
C 14.43073 12.06503 10.03928
C 15.32265 12.09852 8.88411
C 14.82143 11.67507 7.67412
C 13.47797 11.31625 7.48552
C 12.61554 11.34580 8.58281
C 13.12446 11.65108 9.86855
S 11.84670 11.42341 11.20669
O 10.63784 12.00514 10.57036
O 11.84817 9.92813 11.27891
O 13.47055 10.83790 13.83744
H 16.89205 13.68020 11.39407
H 16.35059 12.28983 9.00111
H 15.53913 11.67526 6.81625
H 13.06530 11.17416 6.51766
H 11.57337 11.19497 8.32931
C 14.68799 19.07184 6.99725
C 14.47232 18.07221 8.11905
O 13.58144 17.25728 8.09818
C 15.41463 18.11054 9.26327
C 15.55381 16.98002 10.09684
C 16.09848 17.12082 11.31840
C 16.74412 18.29755 11.71948
C 16.82148 19.34120 10.82304
C 16.12516 19.24809 9.59036
H 14.21377 18.58528 6.12599
H 15.76150 19.29678 6.85021
H 14.15187 20.09206 7.19178
H 15.12003 16.00639 9.79805
H 16.10778 16.25079 12.02115
H 17.12830 18.34626 12.75113
H 17.34052 20.27695 11.13094
H 16.13891 20.14361 8.94365

## Properties
**Energy**: -5694.1533 a.u.
**Lowest unoccupied orbital energy (spin up / spin down)**: -0.0420 / -0.0629 Eh
**Spin multiplicity**: 4
**Gap between HOMO and LUMO (spin up / spin down)**: 6.121 / 5.586 eV


Below is a gas-phase ion, C9H13F3NOS (charge +1), with properties calculated with the ωB97M-V functional and the def2-TZVPD basis.

Cartesian coordinates (Å):
C -2.23955 0.18703 1.04602
C -0.79937 -0.04644 1.63576
C -0.59471 -1.56369 2.04293
C 0.12853 0.49873 0.68181
C 0.69179 1.71181 0.97723
C 1.48950 2.42516 0.03169
C 1.99785 3.79097 0.48818
F 2.75622 4.42103 -0.34558
F 1.03733 4.72251 0.96290
F 2.77124 3.57002 1.63179
C 1.99276 1.88665 -1.16489
S 1.59243 0.28524 -1.45793
C 1.12259 -0.13329 -3.20328
O 2.93303 -0.58244 -1.48085
N 0.60591 -0.27435 -0.39024
H -2.50056 -0.35504 0.05914
H -2.28720 1.25251 0.81219
H -2.86160 -0.15947 1.85246
H -0.56631 0.65880 2.49933
H -0.89796 -2.26455 1.30844
H -1.14270 -1.67201 2.99655
H 0.40059 -1.69194 2.30175
H 0.58309 2.18639 1.94288
H 2.59876 2.44788 -1.84505
H 1.19416 -1.18172 -3.27280
H 1.70844 0.43905 -3.78746
H -0.00965 0.19514 -3.37401
H 3.04667 -1.04267 -0.62590

## Properties
**Energy**: -1178.1431 a.u.
**Lowest unoccupied orbital energy (spin up / spin down)**: -0.1688 / -0.1688 Eh
**Spin multiplicity**: 1
**Gap between HOMO and LUMO (spin up / spin down)**: 8.709 / 8.708 eV
**Total charge**: +1
**ΔE to the lowest compared entry with this formula, charge and spin**: 0.0 kcal/mol


Copy entry 4 word for word.
Below is a gas-phase ion, C9H13F3NOS (charge +1), with properties calculated with the ωB97M-V functional and the def2-TZVPD basis.

Cartesian coordinates (Å):
C -2.23955 0.18703 1.04602
C -0.79937 -0.04644 1.63576
C -0.59471 -1.56369 2.04293
C 0.12853 0.49873 0.68181
C 0.69179 1.71181 0.97723
C 1.48950 2.42516 0.03169
C 1.99785 3.79097 0.48818
F 2.75622 4.42103 -0.34558
F 1.03733 4.72251 0.96290
F 2.77124 3.57002 1.63179
C 1.99276 1.88665 -1.16489
S 1.59243 0.28524 -1.45793
C 1.12259 -0.13329 -3.20328
O 2.93303 -0.58244 -1.48085
N 0.60591 -0.27435 -0.39024
H -2.50056 -0.35504 0.05914
H -2.28720 1.25251 0.81219
H -2.86160 -0.15947 1.85246
H -0.56631 0.65880 2.49933
H -0.89796 -2.26455 1.30844
H -1.14270 -1.67201 2.99655
H 0.40059 -1.69194 2.30175
H 0.58309 2.18639 1.94288
H 2.59876 2.44788 -1.84505
H 1.19416 -1.18172 -3.27280
H 1.70844 0.43905 -3.78746
H -0.00965 0.19514 -3.37401
H 3.04667 -1.04267 -0.62590

## Properties
**Energy**: -1178.1431 a.u.
**Lowest unoccupied orbital energy (spin up / spin down)**: -0.1688 / -0.1688 Eh
**Spin multiplicity**: 1
**Gap between HOMO and LUMO (spin up / spin down)**: 8.709 / 8.708 eV
**Total charge**: +1
**ΔE to the lowest compared entry with this formula, charge and spin**: 0.0 kcal/mol